The following is a quantum chemistry calculation of a 2-piece molecular cluster, FHN4 overall in a non-equilibrium geometry, from the OMol25 dataset.

The geometry in ORCA input format:
```
! RIJCOSX wB97M-V def2-TZVPD def2/J DEFGRID3
* xyz 0 1
H -1.054 0.791 -1.165
N -0.819 -0.167 -0.837
N -0.861 -0.853 0.092
F -1.540 -0.313 1.341
N 2.164 -0.134 0.651
N 2.110 0.676 -0.083
*
```

For the HOMO energy, the calculation gives -10.949 eV. The SMILES is [H]/N=N\F.N#N. The LUMO energy is 0.285 eV. Its energy relative to the best compared isomer or geometry (same formula, charge and spin) is 6.0 kcal/mol. The total energy is -8691.9189 eV. For the HOMO-LUMO gap, the calculation gives 11.2341 eV.

Which charges does Löwdin predict for the atoms? In e, they are: atom 1 (H): 0.1274, atom 2 (N): 0.0864, atom 3 (N): -0.0077, atom 4 (F): -0.2278, atom 5 (N): 0.0185, atom 6 (N): 0.0031